No. 1
18
Properties=species:S:1:pos:R:3:mulliken_charge:R:1 method="wB97M-V/def2-TZVPD" molar_mass_g_mol=123.16 e_tot_ev=-10833.8344 homo_lumo_gap_ev=8.75
C 0.87 -1.88 -0.09 -0.100
C 1.68 0.25 0.11 0.467
C -0.28 0.82 0.00 0.456
C 2.59 1.20 0.25 -0.808
C -0.60 2.07 -0.24 -1.001
C -0.60 -1.57 -0.18 -0.447
N 1.84 -1.08 0.03 -0.580
N -1.01 -0.28 0.35 0.186
N -2.41 -0.08 0.39 -0.806
H 1.12 -2.93 -0.17 0.393
H 3.64 0.97 0.31 0.321
H 2.30 2.23 0.30 0.227
H -1.62 2.41 -0.25 0.341
H 0.16 2.81 -0.42 0.213
H -0.87 -1.68 -1.25 0.272
H -1.14 -2.35 0.37 0.362
H -2.85 -0.18 -0.53 0.230
H -2.82 -0.75 1.03 0.273



No. 2
19
Properties=species:S:1:pos:R:3:mulliken_charge:R:1 method="wB97M-V/def2-TZVPD" molar_mass_g_mol=139.16 e_tot_ev=-12882.5848 smiles="[H]/N=C(/O)[C@H](N)[C@@]1(C#C)CN1" homo_lumo_gap_ev=10.21
N 0.09 -1.85 -0.43 -0.626
C 0.26 -0.66 0.36 0.062
C 1.66 -0.06 0.33 0.145
N 2.56 -0.19 -0.57 -0.730
C -0.82 0.35 -0.05 1.038
C -0.55 1.82 -0.17 -0.671
N -0.75 1.00 -1.37 -0.710
C -2.16 -0.06 0.34 -1.359
C -3.27 -0.39 0.68 0.358
H 0.16 -1.68 -1.43 0.273
H 0.75 -2.58 -0.18 0.274
H 0.08 -0.91 1.41 0.417
H -1.36 2.51 0.06 0.307
H 0.45 2.18 0.05 0.235
H 0.15 0.81 -1.82 0.355
H -4.25 -0.69 1.03 0.460
O 1.92 0.70 1.40 -0.469
H 2.24 -0.80 -1.32 0.287
H 2.84 0.50 1.68 0.353



No. 3
20
Properties=species:S:1:pos:R:3:mulliken_charge:R:1 method="wB97M-V/def2-TZVPD" molar_mass_g_mol=155.16 e_tot_ev=-14929.5657 homo_lumo_gap_ev=8.96
C -1.68 -0.49 0.46 0.093
C -1.87 0.70 -0.49 0.458
C -0.31 -0.37 1.42 -0.927
C 0.86 -0.16 0.55 0.572
C 1.72 0.89 0.50 -0.533
C 2.24 -0.56 -1.08 -0.211
H -1.84 -1.43 -1.55 0.341
H -0.56 -2.50 0.05 0.341
H -2.45 -0.51 1.27 0.338
H -0.46 0.75 1.86 0.224
H -0.34 -1.20 2.18 0.326
H 1.62 1.78 1.18 0.341
H 2.74 -0.91 -2.02 0.350
H 3.38 1.21 -0.87 0.171
H -1.40 2.54 -0.59 0.323
N -1.76 -1.78 -0.26 -0.730
N 1.21 -1.03 -0.52 -0.445
N 2.60 0.64 -0.59 -0.075
O -2.37 0.53 -1.57 -0.573
O -1.32 1.89 0.06 -0.382



No. 4
24
Properties=species:S:1:pos:R:3:mulliken_charge:R:1 method="wB97M-V/def2-TZVPD" molar_mass_g_mol=219.15 e_tot_ev=-23116.6609 homo_lumo_gap_ev="7.09 / 7.09"
C -1.81 -0.46 -0.43 -0.747
C 2.65 -0.27 -0.08 -0.290
C -0.43 -0.31 0.10 0.144
C 1.86 -1.37 0.15 0.374
C 0.39 -1.40 -0.11 0.501
C -2.84 0.31 -0.06 0.359
N 3.94 -0.25 0.29 -0.373
N 4.77 0.60 -0.12 0.706
N -0.09 0.89 0.63 -0.600
O 4.36 1.60 -1.07 -0.442
O 5.92 0.72 0.28 -0.629
O 2.34 -2.50 0.68 -0.558
O -0.15 -2.69 -0.40 -0.558
O -4.05 0.10 -0.70 -0.511
O -2.92 1.18 1.00 -0.546
H -1.89 -1.18 -1.18 0.472
H 2.23 0.51 -0.83 0.124
H -0.90 1.29 1.14 0.340
H 3.56 1.27 -1.59 0.465
H 0.58 0.82 1.43 0.305
H 3.33 -2.25 0.81 0.424
H 0.55 -3.25 -0.74 0.315
H -4.03 0.95 -1.21 0.354
H -3.87 1.09 1.14 0.369



No. 5
20
Properties=species:S:1:pos:R:3:mulliken_charge:R:1 method="wB97M-V/def2-TZVPD" molar_mass_g_mol=171.23 e_tot_ev=-23713.3738 homo_lumo_gap_ev="7.43 / 7.40"
C 1.46 -1.22 0.64 -0.319
C 0.65 -1.02 1.68 -0.473
C 0.86 -1.10 -0.75 0.706
C -0.76 -0.61 1.55 -0.809
C -0.51 -0.78 -0.97 -0.616
C -0.94 0.15 0.23 -0.306
N 1.66 -1.50 -1.62 -0.747
N -1.02 2.34 -1.38 -0.786
N -0.19 2.30 -0.47 0.287
O -0.04 1.31 0.30 0.008
S 1.09 4.10 0.99 -0.080
H 2.50 -1.72 0.66 0.334
H 0.93 -1.49 2.63 0.381
H -1.51 -1.34 1.62 0.460
H -1.04 0.14 2.39 0.336
H -0.42 -0.22 -1.98 0.299
H -1.27 -1.58 -1.19 0.320
H -1.96 0.40 0.25 0.524
H 1.54 -1.45 -2.58 0.206
H -1.05 3.28 -1.99 0.273



No. 6
20
Properties=species:S:1:pos:R:3:mulliken_charge:R:1 method="wB97M-V/def2-TZVPD" molar_mass_g_mol=171.23 e_tot_ev=-23715.4088 homo_lumo_gap_ev=8.55
C 0.97 1.28 1.89 0.655
C 0.63 1.05 0.51 0.432
C 1.42 0.36 2.95 -1.009
C -2.24 -0.92 -1.87 -0.989
C -0.87 -0.64 -2.33 -0.473
C 0.14 -1.25 -1.44 -0.292
N 0.90 2.56 2.18 -0.577
N 0.38 2.15 -0.16 -0.408
N 0.72 -0.63 -0.39 0.392
O 1.52 -1.28 0.36 -0.617
S 0.56 3.43 0.82 0.172
H 2.18 -0.50 2.72 0.233
H 1.91 0.80 3.85 0.333
H 0.60 -0.32 3.27 0.253
H -2.31 -0.59 -0.72 0.219
H -3.04 -0.38 -2.35 0.344
H -2.48 -2.06 -1.73 0.272
H -0.72 -1.15 -3.28 0.250
H -0.81 0.33 -2.55 0.392
H 0.54 -2.23 -1.75 0.419



No. 7
19
Properties=species:S:1:pos:R:3:mulliken_charge:R:1 method="wB97M-V/def2-TZVPD" molar_mass_g_mol=137.17 total_charge=+1 e_tot_ev=-12319.7962 homo_lumo_gap_ev=7.24
C 2.82 -1.35 -0.12 -0.070
C 1.35 -1.60 0.13 -0.338
C 1.96 0.60 -0.08 0.193
C 1.47 1.89 -0.04 -0.850
C 0.11 1.72 0.20 0.055
C -2.88 0.51 -0.35 -0.125
N 3.12 -0.12 -0.23 -0.534
N 0.90 -0.23 0.11 0.646
N -0.23 0.43 0.31 -0.881
N -3.29 -0.60 0.14 -0.130
H 3.56 -2.13 -0.21 0.439
H 1.17 -2.09 1.09 0.306
H 2.00 2.82 -0.15 0.409
H -0.63 2.49 0.31 0.393
H -2.61 0.58 -1.40 0.313
H -2.83 1.40 0.26 0.287
H -3.54 -0.68 1.13 0.296
H -3.35 -1.44 -0.42 0.292
H 0.90 -2.20 -0.67 0.299